(1)
Here is a cluster of 10 separate species, C6H34N2O9 in total at a distorted geometry from OMol25. Energies are from ωB97M-V/def2-TZVPD.

The geometry in XYZ format:
```
51
Properties=species:S:1:pos:R:3
O 1.24 -2.00 2.86
O -2.51 -2.05 -0.98
O 1.19 4.08 -1.04
O -1.13 3.65 0.25
O -1.90 1.74 1.97
O -1.05 -0.59 2.96
O -2.27 -2.62 1.64
O -0.28 -3.46 -1.40
O 0.08 -3.84 1.22
N -0.68 2.18 -2.57
N 2.03 1.00 2.19
C 1.10 -0.37 -0.40
C 0.11 0.93 -2.33
C 2.47 1.40 0.86
C 2.48 0.30 -0.23
C 0.00 0.57 -0.84
C -0.39 -0.21 -3.23
H 0.45 -1.47 2.95
H -0.23 4.02 0.25
H 0.67 -3.26 1.72
H 0.82 -0.89 0.57
H 1.39 -2.39 3.74
H -2.74 1.66 1.61
H 3.23 -0.44 0.12
H -1.66 2.00 -2.42
H 2.40 0.08 2.45
H 1.14 1.17 -2.58
H -0.86 -3.54 1.44
H -3.22 -2.55 -1.35
H -0.03 -3.58 -0.46
H -1.49 -0.43 -3.07
H -1.32 0.24 2.52
H 1.22 -1.22 -1.08
H -1.42 -0.52 3.83
H 2.80 0.72 -1.17
H -0.22 0.00 -4.31
H -0.59 2.45 -3.55
H -1.50 2.49 1.38
H 1.03 0.87 2.20
H 0.71 3.51 -1.65
H -1.91 -1.83 2.03
H -0.36 -4.37 -1.71
H -0.98 0.14 -0.66
H 3.49 1.82 0.97
H 0.00 1.49 -0.23
H 1.86 2.25 0.54
H -2.47 -2.38 0.73
H -1.65 -2.57 -1.18
H 2.08 3.71 -0.95
H -1.20 3.28 -0.63
H 0.12 -1.19 -2.97
```

Properties
Molecular weight (g/mol): 278.3
Max |F| (eV/A): 3.1
ΔE to the lowest compared entry with this formula, charge and spin (kcal/mol): 10.4
Kohn-Sham gap (Ha): 0.3470
SMILES: C[C@@H](N)CCCCN.O.O.O.O.O.O.O.O.O
Total charge: 0
E_tot (eV): -28183.4713

natural (NBO) population analysis, charges in e, atoms 1 to 6:
1. O -0.978
2. O -1.005
3. O -0.973
4. O -0.967
5. O -1.002
6. O -0.998


(2)
Here is a structure of composition N2P2S at a distorted geometry from OMol25. Energies are from ωB97M-V/def2-TZVPD.

The geometry in XYZ format:
```
5
Properties=species:S:1:pos:R:3
S -1.19 1.03 0.08
P -0.59 -0.40 -1.44
P 1.15 -0.32 1.00
N -0.01 0.71 1.13
N 0.65 -1.01 -0.77
```

Properties
Molecular weight (g/mol): 122.0
Max |F| (eV/A): 3.4
ΔE to the lowest compared entry with this formula, charge and spin (kcal/mol): 15.4
Kohn-Sham gap (Ha): 0.3336
Total charge: 0
E_tot (eV): -32392.6394

List of natural (NBO) charges in e, atom by atom:
1. S 0.267
2. P 0.871
3. P 1.146
4. N -1.073
5. N -1.211


Repeat the first record exactly.
Here is a cluster of 10 separate species, C6H34N2O9 in total at a distorted geometry from OMol25. Energies are from ωB97M-V/def2-TZVPD.

The geometry in XYZ format:
```
51
Properties=species:S:1:pos:R:3
O 1.24 -2.00 2.86
O -2.51 -2.05 -0.98
O 1.19 4.08 -1.04
O -1.13 3.65 0.25
O -1.90 1.74 1.97
O -1.05 -0.59 2.96
O -2.27 -2.62 1.64
O -0.28 -3.46 -1.40
O 0.08 -3.84 1.22
N -0.68 2.18 -2.57
N 2.03 1.00 2.19
C 1.10 -0.37 -0.40
C 0.11 0.93 -2.33
C 2.47 1.40 0.86
C 2.48 0.30 -0.23
C 0.00 0.57 -0.84
C -0.39 -0.21 -3.23
H 0.45 -1.47 2.95
H -0.23 4.02 0.25
H 0.67 -3.26 1.72
H 0.82 -0.89 0.57
H 1.39 -2.39 3.74
H -2.74 1.66 1.61
H 3.23 -0.44 0.12
H -1.66 2.00 -2.42
H 2.40 0.08 2.45
H 1.14 1.17 -2.58
H -0.86 -3.54 1.44
H -3.22 -2.55 -1.35
H -0.03 -3.58 -0.46
H -1.49 -0.43 -3.07
H -1.32 0.24 2.52
H 1.22 -1.22 -1.08
H -1.42 -0.52 3.83
H 2.80 0.72 -1.17
H -0.22 0.00 -4.31
H -0.59 2.45 -3.55
H -1.50 2.49 1.38
H 1.03 0.87 2.20
H 0.71 3.51 -1.65
H -1.91 -1.83 2.03
H -0.36 -4.37 -1.71
H -0.98 0.14 -0.66
H 3.49 1.82 0.97
H 0.00 1.49 -0.23
H 1.86 2.25 0.54
H -2.47 -2.38 0.73
H -1.65 -2.57 -1.18
H 2.08 3.71 -0.95
H -1.20 3.28 -0.63
H 0.12 -1.19 -2.97
```

Properties
Molecular weight (g/mol): 278.3
Max |F| (eV/A): 3.1
ΔE to the lowest compared entry with this formula, charge and spin (kcal/mol): 10.4
Kohn-Sham gap (Ha): 0.3470
SMILES: C[C@@H](N)CCCCN.O.O.O.O.O.O.O.O.O
Total charge: 0
E_tot (eV): -28183.4713

natural (NBO) population analysis, charges in e, atoms 1 to 6:
1. O -0.978
2. O -1.005
3. O -0.973
4. O -0.967
5. O -1.002
6. O -0.998


Copy entry 1 word for word.
Here is a cluster of 10 separate species, C6H34N2O9 in total at a distorted geometry from OMol25. Energies are from ωB97M-V/def2-TZVPD.

The geometry in XYZ format:
```
51
Properties=species:S:1:pos:R:3
O 1.24 -2.00 2.86
O -2.51 -2.05 -0.98
O 1.19 4.08 -1.04
O -1.13 3.65 0.25
O -1.90 1.74 1.97
O -1.05 -0.59 2.96
O -2.27 -2.62 1.64
O -0.28 -3.46 -1.40
O 0.08 -3.84 1.22
N -0.68 2.18 -2.57
N 2.03 1.00 2.19
C 1.10 -0.37 -0.40
C 0.11 0.93 -2.33
C 2.47 1.40 0.86
C 2.48 0.30 -0.23
C 0.00 0.57 -0.84
C -0.39 -0.21 -3.23
H 0.45 -1.47 2.95
H -0.23 4.02 0.25
H 0.67 -3.26 1.72
H 0.82 -0.89 0.57
H 1.39 -2.39 3.74
H -2.74 1.66 1.61
H 3.23 -0.44 0.12
H -1.66 2.00 -2.42
H 2.40 0.08 2.45
H 1.14 1.17 -2.58
H -0.86 -3.54 1.44
H -3.22 -2.55 -1.35
H -0.03 -3.58 -0.46
H -1.49 -0.43 -3.07
H -1.32 0.24 2.52
H 1.22 -1.22 -1.08
H -1.42 -0.52 3.83
H 2.80 0.72 -1.17
H -0.22 0.00 -4.31
H -0.59 2.45 -3.55
H -1.50 2.49 1.38
H 1.03 0.87 2.20
H 0.71 3.51 -1.65
H -1.91 -1.83 2.03
H -0.36 -4.37 -1.71
H -0.98 0.14 -0.66
H 3.49 1.82 0.97
H 0.00 1.49 -0.23
H 1.86 2.25 0.54
H -2.47 -2.38 0.73
H -1.65 -2.57 -1.18
H 2.08 3.71 -0.95
H -1.20 3.28 -0.63
H 0.12 -1.19 -2.97
```

Properties
Molecular weight (g/mol): 278.3
Max |F| (eV/A): 3.1
ΔE to the lowest compared entry with this formula, charge and spin (kcal/mol): 10.4
Kohn-Sham gap (Ha): 0.3470
SMILES: C[C@@H](N)CCCCN.O.O.O.O.O.O.O.O.O
Total charge: 0
E_tot (eV): -28183.4713

natural (NBO) population analysis, charges in e, atoms 1 to 6:
1. O -0.978
2. O -1.005
3. O -0.973
4. O -0.967
5. O -1.002
6. O -0.998


The highest Kohn-Sham gap belongs to which entry?
C6H34N2O9